Entry 1:
DFT (wB97M-V/def2-TZVPD) results for a molecular structure, C14H14I2N2O9Y in a non-equilibrium geometry.

XYZ file:
```
42
Properties=species:S:1:pos:R:3
Y -0.055 0.047 0.299
O -2.782 -0.995 0.338
C -3.691 -0.170 -0.393
C -3.072 1.155 -0.773
N -1.690 1.018 -1.249
C -1.118 2.374 -1.493
C -0.388 2.953 -0.272
O -0.532 4.120 0.012
O 0.384 2.072 0.334
C -1.553 0.175 -2.464
C -0.082 -0.212 -2.708
O 0.363 -0.205 -3.838
O 0.548 -0.555 -1.611
H -2.707 -0.705 1.261
H -4.600 0.021 0.175
H -3.974 -0.730 -1.277
H -3.045 1.811 0.096
H -3.697 1.635 -1.535
H -1.881 3.083 -1.799
H -0.373 2.308 -2.285
H -1.927 0.678 -3.354
H -2.094 -0.760 -2.328
O 4.139 -3.494 4.358
C 3.982 -2.342 4.834
O 4.270 -1.853 5.944
C 3.184 -1.482 3.859
C 3.736 -1.085 2.639
C 2.916 -0.681 1.622
N 1.584 -0.584 1.756
C 1.049 -0.841 2.978
C 1.810 -1.303 4.021
C -0.443 -0.571 3.182
O -0.948 -0.761 4.257
O -1.068 -0.121 2.102
H 4.806 -1.138 2.480
H 3.321 -0.429 0.650
H 1.321 -1.524 4.961
I -0.503 -3.112 0.152
C 1.441 -3.767 -0.358
I 1.890 -3.741 -2.421
H 1.512 -4.789 -0.020
H 2.136 -3.131 0.175
```

Its maximum force is 0.04827 Eh/bohr. The total charge is -1. For the relative energy (zero: lowest compared OMol25 entry of this formula, charge and spin), the calculation gives 21.9 kcal/mol. The frontier orbital gap is 7.45 eV.



Entry 2:
DFT (wB97M-V/def2-TZVPD) results for a molecular structure, C14H14IrN2O4 in a non-equilibrium geometry.

XYZ file:
```
35
Properties=species:S:1:pos:R:3
C 4.215 -0.273 -0.705
C 3.862 -0.053 -2.086
C 2.798 -0.948 -2.433
C 2.479 -1.727 -1.274
C 3.368 -1.345 -0.209
Ir 2.186 0.442 -0.697
N 2.164 1.189 0.894
C 1.859 2.821 -0.542
C 2.254 2.318 -1.826
H 2.352 -1.061 -3.415
H 4.364 0.634 -2.760
H 1.769 -2.541 -1.232
H 3.404 -1.778 0.782
H 5.016 0.208 -0.164
H 3.253 2.602 -2.185
H 2.586 3.380 0.059
H 1.936 1.378 1.851
H 1.494 2.262 -2.610
H 0.805 3.044 -0.347
O -0.131 -2.197 -0.050
C -0.579 -1.040 0.033
O -0.003 0.075 -0.289
C -1.983 -0.872 0.603
C -2.610 0.406 0.622
C -3.849 0.615 1.188
C -4.554 -0.480 1.740
C -3.988 -1.776 1.705
C -2.744 -1.953 1.130
N -5.815 -0.275 2.340
O -6.307 0.869 2.361
O -6.431 -1.232 2.841
H -2.053 1.266 0.213
H -4.296 1.597 1.226
H -4.535 -2.600 2.133
H -2.288 -2.956 1.102
```

Its maximum force is 0.13058 Eh/bohr. Its spin multiplicity is 6. Its expectation value of S² is 8.81. The frontier orbital gap (spin up / spin down) is 6.38 / 5.30 eV.



Entry 3:
DFT (wB97M-V/def2-TZVPD) results for C14H14O3 in the gas phase.

XYZ file:
```
31
Properties=species:S:1:pos:R:3
C -0.848 -2.040 -3.677
C -1.386 -0.793 -3.044
C -1.631 0.338 -3.999
C -1.609 -0.721 -1.738
C -2.143 0.470 -0.990
O -1.954 0.364 0.410
C -0.703 0.409 0.914
C 0.464 0.536 0.148
C 1.691 0.582 0.767
C 1.807 0.504 2.158
C 3.049 0.546 2.862
C 3.066 0.462 4.206
C 1.839 0.327 4.976
O 1.778 0.246 6.177
O 0.665 0.288 4.268
C 0.631 0.372 2.920
C -0.608 0.326 2.301
H 0.046 -1.811 -4.257
H -0.600 -2.789 -2.930
H -1.584 -2.462 -4.361
H -0.683 0.793 -4.289
H -2.104 -0.038 -4.904
H -2.268 1.105 -3.569
H -1.419 -1.581 -1.109
H -3.232 0.533 -1.103
H -1.704 1.407 -1.356
H 0.411 0.586 -0.927
H 2.589 0.680 0.175
H 3.964 0.647 2.294
H 3.976 0.491 4.782
H -1.502 0.226 2.893
```

Its maximum force is 0.01930 Eh/bohr. As for the structure (SMILES): CC(C)=CCOc1ccc2ccc(=O)oc2c1. For the relative energy (zero: lowest compared OMol25 entry of this formula, charge and spin), the calculation gives 13.9 kcal/mol. The frontier orbital gap is 8.61 eV.



Entry 4:
DFT (wB97M-V/def2-TZVPD) results for a molecular structure, C14H15BBeN4O3S in a non-equilibrium geometry.

XYZ file:
```
39
Properties=species:S:1:pos:R:3
C 5.056 -1.616 0.954
C 5.225 -0.110 1.052
O 4.393 0.530 0.054
B 3.340 1.233 0.528
O 3.506 2.265 1.402
C 1.914 0.816 -0.072
C 0.890 1.710 -0.160
C -0.341 1.358 -0.719
C -1.376 2.428 -0.803
C -2.764 2.041 -0.304
S -2.633 0.993 1.181
C -4.102 0.073 1.123
N -5.234 0.281 1.688
N -6.067 -0.766 1.373
C -5.387 -1.549 0.602
O -4.144 -1.099 0.400
C -0.535 0.032 -1.213
N -1.714 -0.282 -1.790
C -1.802 -1.524 -2.224
C -0.746 -2.437 -2.127
N 0.411 -2.163 -1.576
C 0.497 -0.887 -1.132
C 1.702 -0.472 -0.562
H 4.089 -1.906 1.369
H 5.132 -1.985 -0.067
H 5.833 -2.107 1.536
H 4.954 0.205 2.059
H 6.268 0.146 0.896
H 2.966 2.212 2.197
H 1.066 2.710 0.211
H -1.429 2.731 -1.857
H -1.017 3.295 -0.258
H -3.362 2.926 -0.107
H -3.275 1.499 -1.090
H -5.731 -2.479 0.184
H -2.733 -1.838 -2.673
H -0.887 -3.429 -2.533
H 2.524 -1.175 -0.518
Be -4.485 -1.657 2.975
```

Its maximum force is 0.02757 Eh/bohr. The total charge is +2. The frontier orbital gap is 2.35 eV.



Entry 5:
DFT (wB97M-V/def2-TZVPD) results for C14H15BO6 in the gas phase in a non-equilibrium geometry.

XYZ file:
```
36
Properties=species:S:1:pos:R:3
C 3.575 -1.379 0.685
C 3.480 0.175 0.204
O 2.638 0.848 1.190
C 2.878 0.296 -1.304
C 1.383 0.892 -1.251
C 1.136 2.298 -1.147
C -0.364 2.878 -1.072
O -0.648 4.080 -1.312
C -1.471 1.796 -0.622
C -2.830 2.204 -0.012
O -3.161 3.580 0.189
C -3.899 1.153 0.411
C -3.646 -0.368 0.288
C -2.254 -0.794 -0.304
C -2.007 -2.394 -0.368
B -1.114 -2.720 0.983
O -1.878 -2.783 2.233
O 0.321 -2.882 0.923
C -1.202 0.248 -0.749
C 0.204 -0.175 -1.342
O 0.432 -1.276 -1.900
H 4.636 -1.774 0.553
H 2.764 -2.028 0.214
H 3.368 -1.372 1.817
H 4.531 0.653 0.161
H 3.222 1.238 1.886
H 3.561 0.909 -1.999
H 2.904 -0.777 -1.728
H 2.047 2.973 -1.077
H -3.411 3.640 1.146
H -4.894 1.488 0.866
H -4.409 -1.143 0.615
H -3.011 -2.968 -0.342
H -1.488 -2.721 -1.329
H -2.063 -1.832 2.446
H 0.668 -1.961 1.047
```

Its maximum force is 0.10227 Eh/bohr. As for the structure (SMILES): C[C@H](O)CC1=CC(=O)c2c(O)ccc(CB(O)O)c2C1=O. The frontier orbital gap is 7.46 eV.



Entry 6:
DFT (wB97M-V/def2-TZVPD) results for a molecular structure, C14H15BrMnN5O2S5 in a non-equilibrium geometry.

XYZ file:
```
43
Properties=species:S:1:pos:R:3
Mn -12.770 0.389 -11.284
C -10.257 -2.639 -13.748
N -9.703 -2.366 -12.422
C -8.546 -3.182 -12.060
C -10.475 -1.665 -11.537
N -11.753 -1.407 -11.717
N -9.867 -1.285 -10.363
C -10.391 -0.351 -9.493
N -9.626 -0.139 -8.377
N -11.481 0.340 -9.747
H -9.383 -2.848 -14.380
H -10.772 -1.767 -14.185
H -10.932 -3.490 -13.746
H -7.992 -3.427 -12.981
H -8.812 -4.128 -11.525
H -7.863 -2.547 -11.415
H -12.083 -1.801 -12.612
H -8.895 -1.542 -10.222
H -8.973 -0.837 -8.095
H -9.936 0.490 -7.660
H -11.665 1.000 -8.990
S -17.229 5.876 -7.832
C -16.039 4.818 -8.223
S -14.922 4.139 -7.117
C -13.864 3.253 -8.221
C -14.252 3.399 -9.628
S -13.372 2.879 -10.972
S -15.753 4.267 -9.850
S -12.591 2.436 -7.510
Br -12.302 2.504 -16.274
C -13.478 1.050 -16.363
C -14.134 0.894 -17.602
C -15.185 0.024 -17.746
C -15.657 -0.664 -16.619
C -15.024 -0.543 -15.386
C -13.886 0.292 -15.227
C -13.346 0.438 -13.781
O -12.303 1.115 -13.542
O -13.980 -0.201 -12.884
H -13.784 1.516 -18.415
H -15.694 -0.070 -18.702
H -16.465 -1.373 -16.697
H -15.396 -1.100 -14.517
```

Its maximum force is 0.04277 Eh/bohr. Its spin multiplicity is 5. For the relative energy (zero: lowest compared OMol25 entry of this formula, charge and spin), the calculation gives 2.3 kcal/mol. Its expectation value of S² is 6.04. The frontier orbital gap (spin up / spin down) is 6.52 / 6.14 eV.



Entry 7:
DFT (wB97M-V/def2-TZVPD) results for a molecular structure, C14H15Cl2NO10Tc in a non-equilibrium geometry.

XYZ file:
```
43
Properties=species:S:1:pos:R:3
Tc -8.509 -8.066 5.098
O -8.381 -8.531 3.186
C -8.018 -9.879 3.020
C -7.958 -10.755 4.392
N -7.640 -9.893 5.566
C -6.139 -9.667 5.747
C -5.686 -8.353 4.983
O -4.627 -8.410 4.391
O -6.540 -7.380 5.184
C -8.323 -10.405 6.789
C -8.647 -9.182 7.680
O -8.702 -9.333 8.883
O -8.682 -8.036 7.027
H -9.719 -8.156 2.731
H -6.982 -9.926 2.598
H -8.680 -10.373 2.252
H -7.273 -11.576 4.324
H -8.940 -11.161 4.602
H -5.560 -10.553 5.449
H -5.953 -9.517 6.821
H -9.317 -10.813 6.476
H -7.792 -11.227 7.295
O -10.729 -7.973 2.708
C -11.238 -8.212 4.014
Cl -11.675 -4.540 3.822
C -10.219 -4.848 3.008
C -10.225 -4.588 1.654
C -9.090 -4.881 0.901
C -7.948 -5.470 1.488
C -7.980 -5.815 2.807
C -9.191 -5.640 3.523
C -9.152 -6.109 4.903
H -11.099 -4.111 1.223
H -9.135 -4.685 -0.173
H -7.069 -5.601 0.891
H -7.079 -6.198 3.318
H -10.147 -5.992 5.432
H -8.321 -5.597 5.465
O -14.185 -10.890 6.646
Cl -12.741 -10.760 6.887
O -12.366 -7.940 4.278
O -11.898 -11.873 6.344
O -10.361 -8.693 4.897
```

Its maximum force is 0.06153 Eh/bohr. Its spin multiplicity is 4. For the relative energy (zero: lowest compared OMol25 entry of this formula, charge and spin), the calculation gives 0.0 kcal/mol. Its expectation value of S² is 3.98. The frontier orbital gap (spin up / spin down) is 4.46 / 6.13 eV.



Number 1: total energy -1962.61011 hartree. Number 2: total energy -1056.25803 hartree. Number 3: total energy -767.58646 hartree. Number 4: total energy -1424.23899 hartree. Number 5: total energy -1018.61870 hartree. Number 6: total energy -6682.74197 hartree. Number 7: total energy -2350.59788 hartree.